Entry 1:
Entry from the Open Molecules 2025 dataset: 3 unconnected molecules or ions with the total composition C24H42BFN5O6 (ωB97M-V/def2-TZVPD).

Structure (XYZ):
```
79
Properties=species:S:1:pos:R:3
C 1.79716 3.32137 2.02961
B 1.23232 4.09339 0.79917
O 1.47711 3.79051 -0.48961
N 0.32292 5.31485 1.11842
C -0.97214 5.10960 1.15515
C -1.80097 6.18090 1.39752
C -3.28435 6.00682 1.41257
C -3.81982 5.26643 2.42105
C -5.19252 5.11507 2.48691
C -5.90304 5.74865 1.49853
C -5.23934 6.43629 0.51850
N -3.92646 6.60858 0.41288
C -1.17577 7.37788 1.61468
C -1.98053 8.61295 1.93562
C -1.86579 8.83836 3.43675
O -1.15731 9.68214 3.91119
F -2.58141 7.98178 4.16326
C 0.20796 7.48056 1.55662
N 0.95996 6.43821 1.32030
H 1.03456 3.27957 2.80918
H 2.61568 3.93720 2.41729
H 2.17387 2.33782 1.76591
H 1.02525 2.98957 -0.77952
H -1.36542 4.11896 0.99544
H -3.18098 4.80777 3.16039
H -5.66498 4.55278 3.27370
H -6.97922 5.70814 1.48650
H -5.83572 6.89436 -0.26040
H -3.01594 8.44373 1.66345
H -1.65036 9.48506 1.38519
H 0.70282 8.42290 1.72246
C 3.10025 -0.45831 3.20835
O 2.98607 -0.31588 1.80291
C 4.22673 -0.42245 1.10265
C 4.33509 -1.72864 0.34170
N 4.48846 -2.86521 1.23858
C 4.30092 -4.17510 0.61066
C 2.96970 -4.48029 -0.07286
O 1.86731 -4.62801 0.80727
C 1.28566 -3.42404 1.25890
H 2.16285 -0.12127 3.65062
H 3.25488 -1.50058 3.50027
H 3.91346 0.15473 3.60661
H 5.07184 -0.28008 1.78178
H 4.24385 0.39590 0.37664
H 5.20420 -1.67947 -0.32084
H 3.43600 -1.81535 -0.28250
H 3.83119 -2.78074 2.00055
H 4.44120 -4.92026 1.39697
H 5.10645 -4.32680 -0.11425
H 3.07906 -5.44963 -0.56231
H 2.72987 -3.77013 -0.87266
H 1.30470 -2.64541 0.49089
H 1.77625 -3.06662 2.16887
H 0.24555 -3.63221 1.51359
C -3.05390 -6.71435 -1.96773
O -2.81498 -6.64292 -3.36010
C -3.20632 -5.41825 -3.96779
C -2.00637 -4.57370 -4.34964
N -1.32824 -4.03649 -3.17538
C -0.00501 -3.47236 -3.43278
C 1.07590 -4.36370 -4.04495
O 1.56122 -5.37873 -3.18915
C 0.74687 -6.53535 -3.09802
H -2.94925 -7.75640 -1.67020
H -2.32777 -6.12451 -1.39770
H -4.06593 -6.38233 -1.71976
H -3.90029 -4.86575 -3.32715
H -3.74099 -5.68329 -4.88366
H -2.34245 -3.74235 -4.97693
H -1.34463 -5.20797 -4.95146
H -1.23361 -4.76593 -2.48278
H 0.37570 -3.11884 -2.46988
H -0.12629 -2.58848 -4.06850
H 1.93665 -3.72050 -4.24852
H 0.78065 -4.78440 -5.01319
H 0.26054 -6.77151 -4.04704
H 0.00038 -6.42687 -2.30756
H 1.38902 -7.37135 -2.82124
```

## Properties
M	526.44	g mol⁻¹
charge	+1
energy	-48690.35093	eV

---

Entry 2:
Entry from the Open Molecules 2025 dataset: a gas-phase ion, C3H10N5 (charge +1) (ωB97M-V/def2-TZVPD).

Structure (XYZ):
```
18
Properties=species:S:1:pos:R:3
C 0.84825 -0.23076 -0.52849
C 2.14730 -0.39316 0.29835
C -0.60358 0.29441 1.57787
N -1.52225 -1.29515 -1.44144
N -1.40706 -0.66818 -0.34535
N -0.46922 1.44994 -1.27598
N -0.34453 -0.47849 0.41366
N 0.62852 0.96437 -1.17954
H 0.81213 -1.07958 -1.34395
H 2.06187 0.30391 1.12262
H 3.02051 -0.15875 -0.34844
H 1.99424 -1.36866 0.76385
H -0.90731 1.34045 1.62901
H -1.46272 -0.07258 2.23641
H 0.38243 0.37162 2.18637
H -2.51399 -1.23730 -1.87712
H -2.21924 -0.06669 -0.08892
H -0.44535 2.32457 -1.79892
```

## Properties
M	116.15	g mol⁻¹
charge	+1
spin multiplicity	3
<S²>	2.028
energy	-10709.51983	eV
energy above the lowest of the compared OMol25 structures with the same formula, charge and spin	236.0	kJ/mol

---

Entry 3:
Entry from the Open Molecules 2025 dataset: a molecular structure, C24H48BMgN8SbSi4 (ωB97M-V/def2-TZVPD).

Structure (XYZ):
```
87
Properties=species:S:1:pos:R:3
Mg -0.81493 0.89038 -0.63948
C -3.59120 4.13391 -1.23419
C -3.05560 2.93401 -1.68766
N -2.31855 2.35365 -0.74111
N -2.35809 3.18352 0.34200
C -3.11912 4.25258 0.05605
B -1.67124 2.79590 1.70465
N -2.15435 1.33558 2.03710
C -2.90879 0.80224 3.02110
C -3.15548 -0.52086 2.74149
C -2.49714 -0.73838 1.53454
N -1.89832 0.36495 1.11170
N -0.11168 2.76219 1.51031
C 0.84853 3.43809 2.15931
C 2.07259 3.11270 1.61003
C 1.76784 2.20855 0.59791
N 0.45372 1.99250 0.54258
N -1.98249 3.88188 2.72478
C -2.60677 3.95871 3.93378
C -2.54512 5.25188 4.37121
C -1.84770 5.92873 3.35359
N -1.50945 5.11537 2.37220
H -4.23561 4.81740 -1.75851
H -3.18652 2.44740 -2.64231
H -3.27406 5.02999 0.78374
H -3.22860 1.36956 3.86705
H -3.72410 -1.21957 3.33051
H -2.42467 -1.63800 0.95113
H 0.60621 4.11870 2.95713
H 3.03966 3.47788 1.90928
H 2.42742 1.68673 -0.07937
H -3.06554 3.12344 4.41821
H -2.94319 5.64962 5.28913
H -1.57937 6.97277 3.29577
C 4.13281 -1.18610 -1.07815
Si 2.82013 -2.38492 -1.63556
C 2.38094 -2.23259 -3.44200
C 3.51891 -4.08543 -1.36732
Sb 0.66807 -1.74857 -0.36216
Si 1.46309 -2.11830 2.06828
C 2.68353 -3.51813 2.08571
C 2.30038 -0.56746 2.65321
C 0.02169 -2.48525 3.17564
Si -0.80739 -3.78730 -0.96017
C -1.67127 -3.25006 -2.52223
C -2.07277 -4.26087 0.32337
C 0.23721 -5.28691 -1.29695
H 5.03545 -1.35214 -1.67548
H 4.39130 -1.37387 -0.03162
H 3.85890 -0.13496 -1.17097
H 3.28393 -2.30171 -4.05686
H 1.87307 -1.29940 -3.68580
H 1.72270 -3.05878 -3.72824
H 4.40583 -4.15000 -2.00668
H 2.84094 -4.88365 -1.65723
H 3.83462 -4.25938 -0.34148
H 3.59018 -3.24269 1.54498
H 2.28495 -4.43678 1.64886
H 2.96619 -3.72833 3.12239
H 3.07435 -0.22340 1.96274
H 2.77704 -0.77623 3.61669
H 1.58681 0.24821 2.79392
H -0.43142 -3.45554 2.96753
H -0.74767 -1.71839 3.08949
H 0.37367 -2.49620 4.21253
H -2.25980 -2.34266 -2.36151
H -2.35217 -4.03356 -2.86972
H -0.95057 -3.05080 -3.32049
H -2.92691 -3.58603 0.36812
H -1.65025 -4.35023 1.32443
H -2.45359 -5.24547 0.03510
H 0.82896 -5.17108 -2.20604
H -0.42382 -6.14805 -1.43585
H 0.91323 -5.51116 -0.46890
C -0.17074 3.44011 -3.27367
Si 0.16848 1.62255 -3.10148
C 2.01088 1.38587 -3.04421
C -0.65113 0.59204 -4.41548
H 0.45308 3.80147 -4.09932
H 0.12027 3.97969 -2.36900
H -1.21075 3.67593 -3.48955
H 2.38465 1.31824 -4.07206
H 2.31616 0.48474 -2.51577
H 2.47665 2.24904 -2.56333
H -0.11363 0.76434 -5.35494
H -1.69342 0.88334 -4.55981
H -0.62008 -0.47720 -4.19666
```

## Properties
M	717.93	g mol⁻¹
charge	+1
spin multiplicity	2
<S²>	0.751
energy	-81759.22763	eV